(1)
C2H6OS | ωB97M-V with the def2-TZVPD basis set

```
! RIJCOSX wB97M-V def2-TZVPD def2/J DEFGRID3
* xyz 0 1
C -1.047 0.712 0.115
C 0.193 -0.202 -0.040
O 0.259 -1.495 0.322
S 1.631 0.656 0.529
H -1.993 0.449 -0.362
H -0.687 1.587 -0.478
H -1.133 0.904 1.164
H 0.365 -0.259 -1.773
H -0.210 -2.163 -0.148
H 2.622 -0.190 0.671
*
```

Results
**Energy above the lowest of the compared OMol25 structures with the same formula, charge and spin**: 2.5668 eV
**LUMO level**: 0.6 eV

Atom charges from the Löwdin analysis, given in e for atoms 1 to 4:
1. C -0.143
2. C -0.862
3. O -0.086
4. S 0.784

***

(2)
C42H34CsIN5O2S | ωB97M-V with the def2-TZVPD basis set

```
! RIJCOSX wB97M-V def2-TZVPD def2/J DEFGRID3
* xyz -1 1
Cs -0.046 -1.432 -0.632
N 3.653 -1.286 4.006
C 2.841 -1.325 5.144
C 3.407 -1.550 6.390
C 2.622 -1.584 7.538
C 1.255 -1.408 7.445
C 0.676 -1.180 6.199
C 1.457 -1.123 5.062
S 0.729 -0.782 3.478
N 1.988 -0.854 2.411
C 3.193 -1.091 2.712
C 4.161 -1.138 1.595
C 5.537 -1.296 1.761
C 6.342 -1.354 0.636
C 5.764 -1.245 -0.618
C 4.386 -1.064 -0.683
N 3.614 -1.013 0.385
H 4.596 -1.603 4.123
H 4.479 -1.699 6.464
H 3.089 -1.752 8.500
H 0.635 -1.442 8.331
H -0.395 -1.047 6.108
H 6.001 -1.364 2.737
H 7.412 -1.483 0.737
H 6.364 -1.292 -1.516
H 3.876 -0.954 -1.636
C 0.996 -0.977 -5.588
C 0.838 0.346 -5.991
C 0.894 1.361 -5.049
C 1.085 1.062 -3.689
C 1.242 -0.268 -3.256
C 1.210 -1.260 -4.241
C 1.101 2.139 -2.667
C 1.000 3.524 -3.010
C 0.962 4.474 -2.037
C 1.041 4.092 -0.678
C 0.994 5.002 0.399
C 1.085 4.555 1.690
C 1.238 3.176 1.949
C 1.292 2.272 0.924
C 1.181 2.704 -0.421
N 1.204 1.779 -1.403
H 0.952 -1.776 -6.326
H 0.676 0.588 -7.036
H 0.777 2.383 -5.398
H 1.359 -2.302 -3.955
H 0.954 3.827 -4.046
H 0.872 5.525 -2.292
H 0.879 6.060 0.184
H 1.045 5.255 2.515
H 1.311 2.837 2.976
H 1.428 1.213 1.109
I 2.364 -4.660 1.218
C 1.010 -4.987 -0.450
H 0.440 -5.880 -0.171
H 1.659 -5.255 -1.289
C -6.077 1.506 -1.705
O -5.586 0.184 -1.747
C -4.503 -0.061 -2.538
C -3.989 0.854 -3.443
C -2.899 0.523 -4.240
C -2.343 -0.741 -4.168
C -2.867 -1.663 -3.279
C -3.908 -1.329 -2.424
N -4.369 -2.267 -1.478
C -4.643 -2.027 -0.177
C -4.199 -0.974 0.600
C -4.823 -0.742 1.863
C -4.434 0.272 2.678
C -3.367 1.126 2.276
C -2.716 0.924 1.102
C -3.044 -0.162 0.220
O -2.338 -0.439 -0.765
H -6.841 1.519 -0.931
H -6.525 1.800 -2.660
H -5.289 2.216 -1.441
H -4.426 1.839 -3.528
H -2.488 1.267 -4.909
H -1.475 -0.995 -4.763
H -2.422 -2.649 -3.198
H -4.297 -3.235 -1.750
H -5.300 -2.764 0.276
H -5.648 -1.388 2.148
H -4.934 0.440 3.623
H -3.069 1.946 2.919
H -1.905 1.572 0.790
*
```

Results
**LUMO level**: 1.3 eV

Atom charges from the Löwdin analysis, given in e for atoms 1 to 4:
1. Cs 0.940
2. N 0.124
3. C -0.234
4. C -0.033

***

(3)
C21H43O16 | ωB97M-V with the def2-TZVPD basis set

```
! RIJCOSX wB97M-V def2-TZVPD def2/J DEFGRID3
* xyz -1 1
C -0.728 0.052 -0.630
O -0.603 -0.305 -1.968
H -1.745 0.300 -0.325
H -0.359 -0.706 0.061
H -0.212 0.984 -0.400
C 8.351 1.069 -6.968
C 7.106 0.579 -6.201
O 7.060 1.306 -4.941
C 5.943 1.061 -4.097
O 5.044 0.294 -4.341
O 6.045 1.882 -2.985
C 4.880 2.012 -2.126
H 8.506 0.384 -7.802
H 9.273 0.911 -6.410
H 8.349 2.088 -7.354
H 7.188 -0.461 -5.887
H 6.192 0.591 -6.795
H 3.921 2.144 -2.627
H 4.966 2.938 -1.558
H 4.946 1.145 -1.468
C 4.035 -5.327 8.968
C 4.497 -4.615 7.696
O 3.436 -4.301 6.874
C 3.566 -3.645 5.659
O 4.599 -3.401 5.043
O 2.356 -3.503 5.128
C 2.065 -2.833 3.879
H 3.199 -4.888 9.513
H 4.865 -5.739 9.543
H 3.739 -6.309 8.600
H 5.217 -5.122 7.053
H 4.856 -3.633 8.003
H 2.309 -1.771 3.829
H 1.064 -3.010 3.486
H 2.674 -3.338 3.129
C -3.196 3.504 5.885
C -3.682 3.568 4.456
O -2.649 4.230 3.771
C -2.798 4.419 2.375
O -3.886 4.323 1.724
O -1.545 4.684 1.893
C -1.391 4.701 0.473
H -2.870 4.474 6.260
H -2.260 2.948 5.936
H -3.974 3.041 6.492
H -4.672 4.021 4.494
H -3.866 2.588 4.017
H -1.919 5.557 0.053
H -1.865 3.795 0.095
H -0.329 4.677 0.229
C -8.615 -4.701 2.635
C -8.436 -3.992 1.246
O -7.090 -3.582 1.024
C -6.539 -2.592 1.800
O -7.128 -1.730 2.450
O -5.213 -2.699 1.735
C -4.393 -2.057 2.696
H -8.548 -3.943 3.415
H -7.878 -5.473 2.856
H -9.614 -5.116 2.766
H -9.038 -3.086 1.174
H -8.509 -4.639 0.372
H -3.386 -2.145 2.287
H -4.473 -2.542 3.669
H -4.618 -0.994 2.776
C -1.958 2.421 -5.379
C -0.574 2.990 -5.228
O 0.014 3.126 -6.511
C 0.573 2.079 -7.072
O 0.772 0.949 -6.571
O 0.779 2.320 -8.414
C 1.341 1.344 -9.278
H -1.911 1.389 -5.729
H -2.549 3.120 -5.971
H -2.502 2.413 -4.435
H 0.060 2.608 -4.428
H -0.866 4.006 -4.961
H 2.419 1.438 -9.413
H 0.971 1.415 -10.300
H 1.212 0.313 -8.948
*
```

Results
**Energy above the lowest of the compared OMol25 structures with the same formula, charge and spin**: 2.9759 eV
**LUMO level**: 2.2 eV

Atom charges from the Löwdin analysis, given in e for atoms 1 to 4:
1. C -0.501
2. O -0.486
3. H 0.007
4. H 0.010

***

(4)
C28H22N2OPRuS4Sb | ωB97M-V with the def2-TZVPD basis set

```
! RIJCOSX wB97M-V def2-TZVPD def2/J DEFGRID3
* xyz 0 5
Ru 0.767 -0.465 0.804
O 2.698 -1.863 -0.553
C 2.327 -0.713 -0.444
C 2.748 0.327 -1.441
C 4.029 0.432 -1.967
C 4.252 1.341 -2.986
C 3.199 2.092 -3.511
C 1.920 1.972 -2.996
C 1.701 1.115 -1.922
P 0.142 0.836 -1.035
C -0.986 0.243 -2.340
C -2.215 0.824 -2.626
C -3.028 0.281 -3.611
C -2.620 -0.839 -4.314
C -1.392 -1.425 -4.032
C -0.583 -0.889 -3.048
C -0.543 2.438 -0.537
C 0.048 3.658 -0.835
C -0.507 4.835 -0.355
C -1.654 4.800 0.420
C -2.246 3.582 0.728
C -1.685 2.408 0.261
H 4.821 -0.190 -1.578
H 5.245 1.456 -3.394
H 3.382 2.773 -4.328
H 1.103 2.537 -3.427
H -2.540 1.707 -2.091
H -3.980 0.743 -3.830
H -3.254 -1.255 -5.083
H -1.067 -2.298 -4.578
H 0.372 -1.354 -2.827
H 0.960 3.700 -1.416
H -0.033 5.778 -0.581
H -2.080 5.720 0.797
H -3.128 3.546 1.351
H -2.127 1.456 0.542
S 2.750 -0.478 4.980
Sb 2.875 1.568 4.013
S 1.253 1.341 2.133
S 4.916 -0.556 1.909
S 4.992 1.264 2.628
N 1.480 -1.942 2.269
C 0.375 -2.512 2.977
C 0.493 -3.091 4.211
C -0.628 -3.682 4.830
C -1.840 -3.719 4.200
C -1.998 -3.104 2.933
C -3.215 -3.101 2.208
C -3.292 -2.462 1.000
C -2.165 -1.757 0.538
N -1.022 -1.722 1.199
C -0.900 -2.448 2.356
H 1.920 -2.640 1.659
H 2.189 -1.583 2.927
H 1.454 -3.102 4.701
H -0.508 -4.130 5.805
H -2.688 -4.206 4.653
H -4.073 -3.614 2.619
H -4.196 -2.454 0.414
H -2.218 -1.183 -0.383
*
```

Results
**Energy above the lowest of the compared OMol25 structures with the same formula, charge and spin**: 0.0000 eV
**LUMO level (alpha / beta)**: -0.6 / -1.5 eV

Atom charges from the Löwdin analysis, given in e for atoms 1 to 4:
1. Ru 0.743
2. O -0.014
3. C -0.514
4. C -0.217

***

(5)
C4H4HoO2 | ωB97M-V with the def2-TZVPD basis set

```
! RIJCOSX wB97M-V def2-TZVPD def2/J DEFGRID3
* xyz 3 5
H 0.424 1.082 1.345
O 2.965 -0.873 -1.277
C 1.821 -0.773 -1.126
C 0.522 -0.586 -0.969
C -0.442 0.574 0.888
C -0.248 -0.798 0.375
H -0.057 -0.468 -1.887
H -1.224 -1.263 0.191
H 0.377 -1.340 1.098
O -1.352 1.277 0.421
Ho -2.786 3.169 0.942
*
```

Results
**LUMO level (alpha / beta)**: -13.1 / -15.4 eV

Atom charges from the Löwdin analysis, given in e for atoms 1 to 4:
1. H 0.176
2. O 0.453
3. C 0.065
4. C 0.158

***

(6)
C8H16CuO4 | ωB97M-V with the def2-TZVPD basis set

```
! RIJCOSX wB97M-V def2-TZVPD def2/J DEFGRID3
* xyz 1 3
C 1.139 -2.541 0.301
C -0.204 -2.473 0.166
O -0.863 -1.270 0.323
C -2.087 -1.092 -0.409
C -2.744 0.159 0.117
O -1.751 1.185 0.164
C -2.278 2.498 0.350
H 1.619 -1.908 1.055
H 1.639 -3.421 -0.105
H -0.801 -3.240 -0.329
H -2.745 -1.956 -0.253
H -1.848 -0.997 -1.477
H -3.155 0.008 1.125
H -3.556 0.457 -0.561
H -1.428 3.182 0.439
H -2.889 2.772 -0.520
H -2.886 2.532 1.265
O 1.435 0.658 1.864
C 2.629 0.705 1.157
C 2.420 1.239 -0.256
O 1.284 0.551 -0.839
C 1.536 -0.541 -1.641
Cu 0.013 0.478 0.707
H 3.068 -0.311 1.075
H 3.388 1.348 1.641
H 3.293 1.100 -0.905
H 2.153 2.304 -0.239
H 1.070 -0.478 -2.624
H 2.548 -0.947 -1.588
*
```

Results
**LUMO level (alpha / beta)**: -2.5 / -5.2 eV

Atom charges from the Löwdin analysis, given in e for atoms 1 to 4:
1. C 0.056
2. C -0.157
3. O -0.186
4. C -0.112

***

(7)
H22NeO11 | ωB97M-V with the def2-TZVPD basis set

```
! RIJCOSX wB97M-V def2-TZVPD def2/J DEFGRID3
* xyz 0 1
Ne 0.173 -7.945 -18.276
O 0.724 -10.979 -16.446
H 1.633 -10.847 -16.179
H 0.224 -10.363 -15.910
O -0.776 -9.026 -15.163
H -1.647 -9.383 -15.337
H -0.614 -9.229 -14.242
O 1.163 -5.901 -22.369
H 1.034 -5.006 -22.054
H 1.423 -6.394 -21.591
O 3.417 -9.044 -18.875
H 4.176 -9.198 -19.438
H 2.732 -9.606 -19.236
O 1.970 -6.565 -19.739
H 2.525 -7.294 -19.461
H 1.565 -6.251 -18.931
O -2.434 -7.289 -20.177
H -2.035 -6.439 -19.993
H -2.786 -7.202 -21.063
O -1.579 -4.772 -19.711
H -2.107 -4.508 -18.958
H -0.896 -4.105 -19.772
O -1.288 -6.304 -15.839
H -2.227 -6.316 -15.651
H -0.998 -7.200 -15.667
O 1.182 -10.828 -19.255
H 1.162 -11.650 -19.745
H 0.920 -11.072 -18.367
O -1.485 -9.825 -20.282
H -1.768 -8.938 -20.060
H -0.571 -9.863 -20.000
O 0.833 -5.102 -17.296
H 0.096 -5.586 -16.925
H 0.430 -4.477 -17.899
*
```

Results
**Energy above the lowest of the compared OMol25 structures with the same formula, charge and spin**: 0.5743 eV
**LUMO level**: -0.2 eV

Atom charges from the Löwdin analysis, given in e for atoms 1 to 4:
1. Ne 0.064
2. O -0.041
3. H 0.056
4. H -0.015

***

(8)
C39H48FIN8O4PS3W | ωB97M-V with the def2-TZVPD basis set

```
! RIJCOSX wB97M-V def2-TZVPD def2/J DEFGRID3
* xyz -1 1
W -0.758 0.170 -0.232
C -3.582 -1.478 -2.104
C -4.092 -0.642 -0.976
C -5.445 -0.827 -0.582
C -5.983 -0.049 0.386
C -5.195 0.967 0.978
C -5.728 1.845 1.946
C -4.941 2.833 2.468
C -3.609 2.970 2.047
C -3.045 2.120 1.119
S -1.415 2.349 0.542
C -3.854 1.085 0.558
N -3.313 0.249 -0.401
H -4.421 -1.847 -2.693
H -3.014 -2.325 -1.717
H -2.915 -0.896 -2.737
H -6.023 -1.597 -1.074
H -7.012 -0.174 0.704
H -6.759 1.720 2.255
H -5.338 3.515 3.209
H -2.994 3.761 2.459
S 1.500 0.776 -2.252
C 0.065 1.319 -2.939
N -1.106 1.292 -2.330
C -2.096 1.926 -3.088
C -3.398 2.243 -2.700
C -4.248 2.871 -3.594
C -3.830 3.214 -4.878
C -2.526 2.962 -5.263
C -1.675 2.339 -4.362
S 0.016 2.004 -4.555
H -3.737 2.033 -1.702
H -5.257 3.105 -3.278
H -4.515 3.692 -5.566
H -2.170 3.245 -6.246
F -2.006 -0.418 -6.445
C -1.972 -1.490 -5.643
C -0.953 -1.704 -4.803
N -0.876 -2.829 -4.016
C 0.250 -3.010 -3.111
C 0.164 -2.276 -1.770
O 1.019 -2.558 -0.943
O -0.773 -1.409 -1.674
C -1.886 -3.765 -4.000
O -1.875 -4.765 -3.314
N -2.922 -3.501 -4.882
C -3.087 -2.416 -5.733
O -4.061 -2.309 -6.449
H -0.131 -1.004 -4.718
H 1.149 -2.639 -3.606
H 0.368 -4.073 -2.921
H -3.667 -4.182 -4.876
N 0.718 0.060 0.809
P 2.031 -0.043 1.645
N 1.620 -0.122 3.257
C 2.602 -0.482 4.288
C 2.772 0.644 5.299
C 1.455 0.879 6.054
C 0.247 0.576 5.151
C 0.591 0.841 3.695
N 2.992 -1.359 1.430
C 3.797 -1.454 0.200
C 5.048 -2.280 0.488
C 4.706 -3.495 1.373
C 3.217 -3.811 1.283
C 2.402 -2.658 1.858
N 2.980 1.265 1.293
C 4.325 1.424 1.830
C 5.277 1.919 0.734
C 4.559 2.888 -0.222
C 3.390 3.556 0.491
C 2.330 2.514 0.842
H 3.547 -0.736 3.809
H 2.263 -1.383 4.815
H 3.072 1.551 4.764
H 3.581 0.404 5.992
H 1.412 1.914 6.404
H 1.419 0.246 6.944
H -0.614 1.181 5.438
H -0.054 -0.470 5.247
H 0.947 1.876 3.594
H -0.277 0.750 3.047
H 4.054 -0.451 -0.133
H 3.198 -1.905 -0.592
H 5.803 -1.658 0.978
H 5.472 -2.604 -0.465
H 4.954 -3.273 2.417
H 5.309 -4.359 1.088
H 2.968 -4.716 1.840
H 2.920 -3.982 0.247
H 2.441 -2.702 2.949
H 1.360 -2.735 1.540
H 4.667 0.469 2.227
H 4.316 2.132 2.670
H 5.664 1.065 0.174
H 6.138 2.401 1.208
H 4.172 2.343 -1.086
H 5.260 3.635 -0.601
H 2.923 4.314 -0.140
H 3.749 4.070 1.388
H 1.743 2.281 -0.045
H 1.642 2.905 1.598
I -1.891 -3.195 1.111
C -1.696 -0.939 1.364
H -1.116 -0.957 2.282
H -2.730 -0.757 1.635
*
```

Results
**Energy above the lowest of the compared OMol25 structures with the same formula, charge and spin**: 0.9029 eV
**LUMO level**: 2.4 eV

Atom charges from the Löwdin analysis, given in e for atoms 1 to 4:
1. W 1.177
2. C -0.034
3. C -0.305
4. C -0.006

***

| no. | total energy (Ha) |
| --- | --- |
| 1 | -553.109091 |
| 2 | -2761.065984 |
| 3 | -2029.693472 |
| 4 | -3534.234138 |
| 5 | -1252.043201 |
| 6 | -2255.429806 |
| 7 | -969.791890 |
| 8 | -4254.828897 |